1.
{"formula": "C8H24ClO8S2Ti", "method": "ωB97M-V/def2-TZVPD", "gap_ev": [3.8, 8.0], "multiplicity": 4, "de_lowest_ev": 0.000, "e_lumo_ha": [0.010, 0.008], "s_squared": 3.75, "total_charge": 0, "symbols": ["Ti", "Cl", "O", "S", "O", "O", "C", "C", "C", "H", "H", "H", "H", "H", "H", "H", "H", "O", "S", "O", "O", "C", "C", "C", "H", "H", "H", "H", "H", "H", "H", "H", "C", "O", "H", "H", "H", "H", "C", "O", "H", "H", "H", "H"], "positions_angstrom": [[15.443, -19.972, -10.962], [15.800, -19.494, -13.679], [15.447, -22.501, -11.217], [15.643, -23.738, -10.499], [15.891, -23.760, -9.086], [14.314, -24.659, -10.708], [13.830, -24.798, -12.069], [13.617, -26.271, -12.343], [16.891, -24.701, -11.419], [14.493, -24.400, -12.838], [12.886, -24.254, -12.037], [13.011, -26.429, -13.241], [12.952, -26.699, -11.585], [14.518, -26.877, -12.400], [16.406, -25.413, -12.081], [17.536, -25.214, -10.711], [17.463, -24.013, -12.036], [17.632, -20.407, -10.066], [18.959, -20.956, -9.886], [19.701, -20.902, -8.657], [18.834, -22.538, -10.318], [19.873, -23.405, -9.900], [20.585, -24.015, -11.114], [19.955, -20.331, -11.279], [19.470, -24.202, -9.274], [20.642, -22.937, -9.283], [20.961, -23.238, -11.776], [19.856, -24.581, -11.705], [21.320, -24.756, -10.805], [19.961, -19.248, -11.173], [19.493, -20.643, -12.209], [20.953, -20.722, -11.096], [12.906, -21.625, -9.352], [13.825, -20.529, -9.401], [13.171, -22.297, -8.532], [11.892, -21.243, -9.228], [12.914, -22.237, -10.251], [13.476, -19.897, -8.768], [15.179, -17.131, -10.272], [16.273, -17.954, -9.952], [15.280, -16.101, -9.896], [15.009, -16.976, -11.345], [14.278, -17.584, -9.859], [17.094, -17.468, -9.874]], "forces_ev_per_angstrom": [[0.10, -0.17, -1.26], [0.05, -0.19, 1.22], [0.04, -0.36, 0.43], [-0.42, -0.82, -0.47], [-0.07, 0.06, -0.86], [1.60, 0.71, 0.15], [-0.51, -0.54, 0.00], [-1.26, -0.37, 0.24], [-0.26, 0.44, 0.15], [0.07, 0.49, 0.38], [0.08, -0.01, -0.54], [0.44, 0.28, -0.27], [0.37, 0.04, 0.27], [0.14, 0.16, 0.00], [-0.16, -0.03, 0.17], [-0.11, 0.00, 0.10], [-0.03, 0.16, 0.19], [0.99, -0.61, 0.75], [0.02, -0.69, -1.49], [-0.59, 0.38, -0.51], [-0.30, 1.54, 0.45], [1.55, -1.23, -0.08], [-1.33, -0.20, -0.12], [-0.31, -0.18, 1.41], [-0.38, 0.12, -0.06], [-0.38, 0.49, 0.04], [0.43, -0.08, 0.11], [0.03, 0.09, -0.02], [0.35, 0.33, 0.04], [-0.03, 0.02, -0.10], [-0.04, -0.04, 0.00], [0.05, -0.04, -0.31], [-0.17, -0.44, 0.26], [-0.06, -0.38, 0.03], [-0.10, 0.12, 0.10], [-0.01, -0.06, 0.07], [0.33, 0.44, -0.26], [0.31, 0.28, -0.08], [-0.76, 1.65, -0.36], [-0.22, -0.68, 0.01], [0.14, -0.25, 0.44], [0.27, -0.58, -0.01], [0.09, 0.06, 0.01], [0.04, 0.09, -0.23]]}

***

2.
{"formula": "C3H5N", "method": "ωB97M-V/def2-TZVPD", "gap_ev": 10.3, "multiplicity": 1, "de_lowest_ev": 2.371, "e_lumo_ha": 0.037, "total_charge": 0, "smiles": "C#CCN", "symbols": ["C", "C", "C", "H", "H", "H", "H", "H", "N"], "positions_angstrom": [[0.430, 0.585, -0.011], [-0.955, 0.170, -0.199], [-2.072, -0.248, -0.025], [0.975, -1.487, 0.315], [2.306, -0.254, 0.011], [0.530, 1.156, 0.947], [0.549, 1.369, -0.799], [-3.064, -0.735, -0.061], [1.302, -0.556, -0.178]], "forces_ev_per_angstrom": [[-0.62, 1.07, -0.38], [-0.78, -0.41, 1.40], [-0.96, -0.74, -0.73], [1.10, 2.99, -1.05], [-1.93, -1.17, -0.08], [-0.18, -0.59, -0.43], [0.73, -0.64, 0.31], [1.24, 0.82, 0.13], [1.40, -1.33, 0.82]]}

***

3.
{"formula": "C19H42O9S3", "method": "ωB97M-V/def2-TZVPD", "gap_ev": 10.0, "multiplicity": 1, "de_lowest_ev": 0.000, "e_lumo_ha": 0.006, "total_charge": 0, "smiles": "CCCCCCCCCCCCOC(=O)OS.CCOS(C)(=O)=O.CCOS(C)(=O)=O", "symbols": ["C", "C", "C", "C", "C", "C", "C", "C", "C", "C", "C", "C", "O", "C", "O", "O", "S", "H", "H", "H", "H", "H", "H", "H", "H", "H", "H", "H", "H", "H", "H", "H", "H", "H", "H", "H", "H", "H", "H", "H", "H", "H", "H", "O", "S", "O", "O", "C", "C", "C", "H", "H", "H", "H", "H", "H", "H", "H", "O", "S", "O", "O", "C", "C", "C", "H", "H", "H", "H", "H", "H", "H", "H"], "positions_angstrom": [[9.713, 3.484, -1.209], [8.327, 3.264, -0.587], [7.233, 4.180, -1.142], [6.090, 4.413, -0.163], [5.029, 5.372, -0.693], [4.002, 5.798, 0.372], [2.573, 5.346, 0.063], [1.691, 5.351, 1.309], [0.238, 4.848, 1.141], [-0.104, 4.201, -0.198], [-1.527, 3.650, -0.208], [-1.944, 3.247, -1.606], [-3.191, 2.518, -1.597], [-3.094, 1.236, -1.275], [-2.092, 0.625, -1.050], [-4.356, 0.696, -1.280], [-4.915, 0.165, 0.203], [10.498, 3.416, -0.456], [9.787, 4.475, -1.660], [9.943, 2.745, -1.976], [8.024, 2.224, -0.726], [8.386, 3.415, 0.495], [6.824, 3.742, -2.059], [7.673, 5.143, -1.422], [5.615, 3.452, 0.067], [6.496, 4.802, 0.777], [5.525, 6.245, -1.123], [4.502, 4.886, -1.520], [4.018, 6.884, 0.488], [4.290, 5.363, 1.335], [2.149, 6.013, -0.694], [2.612, 4.347, -0.380], [1.671, 6.370, 1.702], [2.193, 4.753, 2.074], [0.019, 4.124, 1.931], [-0.451, 5.682, 1.300], [0.012, 4.929, -1.007], [0.585, 3.379, -0.406], [-2.221, 4.404, 0.173], [-1.579, 2.779, 0.449], [-2.140, 4.118, -2.226], [-1.175, 2.642, -2.087], [-4.893, 1.345, 0.850], [-1.927, -5.689, -1.449], [-3.014, -5.144, -2.210], [-2.893, -5.089, -3.636], [-3.364, -3.707, -1.639], [-2.278, -2.753, -1.504], [-1.819, -2.182, -2.827], [-4.514, -5.939, -1.773], [-1.462, -3.230, -0.960], [-2.694, -1.966, -0.878], [-1.363, -2.941, -3.460], [-1.087, -1.398, -2.630], [-2.661, -1.748, -3.367], [-4.602, -5.967, -0.691], [-4.451, -6.950, -2.169], [-5.344, -5.405, -2.228], [-5.204, -7.408, 1.090], [-4.686, -8.131, 2.216], [-5.584, -8.924, 2.997], [-3.899, -7.120, 3.147], [-4.584, -5.906, 3.555], [-5.639, -6.151, 4.609], [-3.311, -9.106, 1.722], [-4.996, -5.428, 2.666], [-3.781, -5.280, 3.937], [-6.462, -6.751, 4.225], [-6.036, -5.190, 4.940], [-5.213, -6.668, 5.468], [-2.630, -8.486, 1.144], [-3.712, -9.913, 1.112], [-2.831, -9.505, 2.611]], "forces_ev_per_angstrom": [[-0.01, -0.06, 0.03], [-0.01, 0.04, 0.07], [-0.01, -0.15, -0.07], [-0.04, -0.05, -0.09], [-0.05, 0.02, -0.05], [-0.04, -0.16, -0.09], [0.03, 0.16, 0.01], [0.01, -0.04, 0.01], [0.05, 0.09, -0.04], [-0.04, -0.03, 0.07], [0.04, 0.03, -0.01], [0.14, 0.03, -0.07], [-0.07, -0.10, 0.01], [0.05, -0.08, -0.04], [-0.02, 0.00, 0.09], [-0.09, 0.38, 0.00], [0.17, -0.29, 0.06], [0.02, -0.05, 0.00], [0.02, -0.01, -0.01], [-0.05, 0.07, -0.08], [0.00, -0.03, 0.09], [0.03, 0.06, -0.01], [0.06, 0.12, -0.08], [-0.04, 0.02, 0.04], [0.03, 0.02, 0.13], [0.00, 0.00, 0.00], [0.01, 0.03, 0.03], [0.04, 0.05, -0.06], [-0.01, -0.01, 0.15], [0.05, 0.09, 0.02], [-0.01, -0.10, -0.09], [-0.03, -0.04, 0.05], [0.01, 0.00, 0.05], [0.01, -0.03, -0.02], [-0.03, 0.03, 0.02], [-0.04, -0.03, -0.02], [0.04, -0.01, 0.00], [0.02, 0.01, -0.06], [-0.04, -0.03, 0.03], [-0.03, 0.02, 0.01], [-0.04, 0.02, -0.02], [-0.04, -0.09, 0.03], [-0.10, 0.08, -0.10], [0.03, -0.03, 0.00], [0.00, 0.04, 0.07], [-0.01, -0.01, -0.01], [-0.07, -0.01, -0.10], [0.14, 0.25, 0.11], [-0.01, -0.10, -0.07], [-0.04, -0.04, 0.03], [-0.02, -0.07, -0.03], [-0.02, -0.06, 0.01], [0.00, -0.01, 0.01], [-0.03, 0.01, 0.01], [0.00, 0.03, 0.01], [-0.01, -0.02, -0.01], [0.00, 0.00, 0.00], [0.02, 0.01, -0.03], [-0.07, 0.02, -0.02], [0.08, 0.05, -0.02], [0.01, -0.02, 0.00], [-0.03, -0.08, 0.09], [-0.01, 0.18, -0.03], [0.00, -0.08, 0.00], [0.01, -0.02, -0.03], [-0.01, -0.05, -0.02], [0.02, -0.03, 0.00], [0.00, 0.01, -0.01], [0.01, 0.01, 0.01], [0.00, 0.02, 0.01], [0.00, 0.01, 0.00], [0.00, 0.00, 0.00], [0.00, 0.00, 0.00]]}

***

4.
{"formula": "C23H53BeN7O24S3", "method": "ωB97M-V/def2-TZVPD", "gap_ev": 3.4, "multiplicity": 1, "e_lumo_ha": -0.166, "total_charge": 0, "symbols": ["Be", "O", "C", "C", "O", "H", "H", "H", "H", "C", "N", "O", "O", "H", "H", "H", "C", "N", "O", "O", "H", "H", "H", "C", "N", "O", "O", "H", "H", "H", "C", "C", "O", "S", "O", "O", "O", "H", "H", "H", "H", "C", "C", "O", "S", "O", "O", "O", "H", "H", "H", "H", "C", "C", "O", "S", "O", "O", "O", "H", "H", "H", "H", "C", "O", "N", "C", "C", "H", "H", "H", "H", "H", "H", "H", "C", "O", "N", "C", "C", "H", "H", "H", "H", "H", "H", "H", "C", "O", "N", "C", "C", "H", "H", "H", "H", "H", "H", "H", "C", "O", "N", "C", "C", "H", "H", "H", "H", "H", "H", "H"], "positions_angstrom": [[4.137, -0.299, -3.821], [0.809, 1.967, -1.642], [0.389, 1.604, -0.370], [0.348, 0.109, 0.138], [1.290, -0.811, -0.329], [-0.622, 1.983, -0.219], [1.076, 2.073, 0.334], [-0.654, -0.274, -0.054], [0.365, 0.174, 1.226], [-5.980, 1.037, 1.644], [-6.550, 1.268, 3.055], [-6.351, 2.396, 3.562], [-7.122, 0.326, 3.525], [-6.667, 0.659, 0.887], [-5.247, 0.279, 1.920], [-5.621, 1.958, 1.184], [3.014, 8.365, 1.158], [2.120, 8.961, 2.233], [1.329, 9.719, 1.797], [2.180, 8.563, 3.353], [3.156, 7.332, 1.476], [3.942, 8.926, 1.270], [2.704, 8.493, 0.121], [2.032, 2.581, 7.102], [0.797, 2.219, 7.789], [0.135, 1.287, 7.343], [0.629, 2.727, 8.905], [2.805, 2.785, 7.842], [1.913, 3.519, 6.560], [2.330, 1.753, 6.458], [-4.017, 7.347, -2.892], [-3.345, 8.499, -2.136], [-4.091, 9.594, -2.512], [-5.678, 9.264, -2.937], [-6.163, 10.286, -3.869], [-6.487, 8.941, -1.754], [-5.024, 7.939, -3.697], [-4.561, 6.623, -2.286], [-3.353, 6.814, -3.572], [-2.290, 8.651, -2.363], [-3.459, 8.256, -1.079], [-3.411, -4.746, 5.402], [-3.647, -5.072, 6.872], [-3.534, -6.511, 6.942], [-3.763, -7.255, 5.497], [-5.197, -7.266, 5.104], [-3.067, -8.535, 5.282], [-2.925, -6.010, 4.845], [-2.641, -3.987, 5.260], [-4.364, -4.543, 4.913], [-4.705, -4.902, 7.073], [-2.998, -4.553, 7.578], [-0.357, -7.776, -1.628], [0.857, -8.655, -1.616], [0.338, -9.976, -1.676], [-1.111, -10.159, -2.429], [-2.054, -11.058, -1.720], [-0.995, -10.275, -3.902], [-1.457, -8.584, -2.015], [-0.014, -6.902, -2.182], [-0.549, -7.422, -0.615], [1.449, -8.566, -0.705], [1.566, -8.482, -2.425], [7.723, 4.047, -0.432], [7.155, 3.214, -1.134], [8.024, 3.817, 0.884], [8.809, 4.824, 1.665], [7.599, 2.598, 1.623], [8.106, 5.035, -0.730], [8.196, 5.326, 2.413], [9.212, 5.580, 0.992], [9.569, 4.173, 2.097], [7.189, 2.847, 2.602], [6.795, 2.063, 1.118], [8.458, 1.957, 1.822], [0.376, 1.633, -8.993], [1.278, 0.960, -8.700], [0.239, 2.285, -10.173], [-0.640, 3.422, -10.305], [1.268, 2.328, -11.195], [-0.467, 1.789, -8.301], [-1.615, 3.243, -9.852], [-0.823, 3.823, -11.302], [-0.316, 4.190, -9.603], [1.886, 1.436, -11.301], [0.814, 2.498, -12.171], [1.885, 3.200, -10.977], [-5.062, -4.298, -5.622], [-4.872, -4.038, -6.810], [-5.111, -3.339, -4.632], [-5.259, -3.746, -3.250], [-4.916, -1.944, -4.904], [-5.252, -5.321, -5.263], [-6.139, -3.204, -2.904], [-4.356, -3.651, -2.648], [-5.586, -4.779, -3.136], [-4.148, -1.530, -4.250], [-4.535, -1.699, -5.895], [-5.796, -1.355, -4.647], [5.736, -4.725, 5.007], [6.818, -5.265, 4.783], [4.995, -4.987, 6.085], [3.596, -4.385, 6.274], [5.513, -5.855, 7.120], [5.252, -3.953, 4.388], [3.175, -3.941, 5.372], [3.707, -3.557, 6.974], [2.872, -5.158, 6.530], [6.373, -6.407, 6.741], [5.884, -5.261, 7.956], [4.752, -6.549, 7.477]], "forces_ev_per_angstrom": [[-0.06, 0.02, 0.05], [-1.36, -1.98, 3.98], [1.05, 5.17, -5.40], [2.91, -7.05, 0.52], [-2.97, 3.77, 1.32], [-0.33, -0.41, 0.23], [0.56, -0.54, 0.33], [-0.35, 0.46, -1.26], [0.53, 0.57, 0.23], [0.17, 0.15, 0.47], [0.17, 2.54, -1.38], [-0.49, -2.50, -0.67], [-0.12, 0.04, 0.72], [-0.56, -0.41, 0.86], [0.34, 0.21, -0.79], [0.48, -0.03, 0.79], [1.22, -0.15, 1.16], [0.58, -1.72, -2.46], [-2.09, 2.46, -0.49], [0.67, -0.49, 1.53], [0.15, 0.10, -0.35], [0.18, -0.26, 0.05], [-0.71, 0.05, 0.54], [1.07, 0.50, -0.59], [-0.29, -1.23, 2.34], [0.25, 1.15, -0.02], [-0.23, -0.24, -1.67], [-0.26, -0.22, 0.12], [-0.32, -0.21, -0.17], [-0.21, 0.27, -0.03], [-0.29, -0.89, -0.53], [-0.40, -1.62, 0.69], [-1.88, 2.99, 0.28], [1.25, 0.32, 0.33], [1.43, -2.68, 1.85], [1.84, 0.20, -2.47], [-2.37, 0.99, -0.63], [0.53, 0.01, 0.49], [-0.07, 0.11, -0.01], [-0.23, 0.15, -0.23], [0.19, 0.44, 0.24], [0.18, -1.13, -0.39], [-1.44, -0.78, -0.49], [-0.09, -1.77, 0.64], [-1.18, -0.44, -1.13], [3.50, 0.78, 1.25], [-0.91, 3.59, 1.24], [-0.43, -0.39, -1.12], [-0.18, -0.22, -0.32], [0.26, 0.43, -0.10], [0.18, 0.54, 0.45], [0.09, -0.59, -0.01], [0.66, 0.29, 1.18], [0.61, -0.87, -0.04], [-0.49, -2.43, -0.45], [-0.82, 0.92, -0.56], [3.07, 2.47, -1.60], [0.09, 0.24, 3.79], [-0.87, -0.30, -1.21], [-1.32, 0.06, -0.89], [-0.32, -0.10, 0.00], [-0.27, -0.18, 0.15], [-0.33, -0.10, -0.36], [-0.32, -1.95, 0.75], [0.47, 1.37, 0.32], [-0.43, 0.69, 0.51], [-0.77, -1.60, -0.85], [0.10, 0.75, -0.29], [-0.20, -0.06, -0.46], [0.04, -0.18, 0.16], [0.19, -0.22, 0.06], [0.44, 0.83, 0.44], [0.07, 0.46, 0.05], [0.41, 0.09, -0.41], [0.00, -0.18, -0.27], [-2.91, 2.30, -0.96], [3.60, -2.80, 1.07], [-0.48, 0.05, -1.66], [-1.14, 0.45, 2.00], [0.44, 0.07, -0.01], [-0.34, 0.25, -0.07], [-0.31, -0.63, -0.33], [0.49, -0.38, 0.05], [0.53, 0.74, -0.53], [-0.16, 0.01, 0.56], [-0.18, -0.03, 0.08], [0.48, -0.03, -0.20], [0.15, 1.50, -1.23], [-0.22, -0.48, 1.46], [0.48, -1.78, -0.70], [-1.02, -0.07, -0.24], [0.60, 0.88, 0.47], [0.10, 0.09, 0.10], [0.37, 0.39, 0.82], [-0.07, 0.50, 0.04], [0.24, -0.19, -0.54], [0.25, -0.20, 0.33], [-0.54, -0.58, -0.15], [-0.33, -0.07, -0.36], [1.06, -0.52, -0.27], [-0.87, 0.87, -0.19], [-2.58, 0.35, 0.49], [1.87, -0.26, -0.43], [0.17, -0.04, 0.20], [0.25, -0.10, -0.42], [0.61, -0.11, -0.38], [-0.46, -0.34, 0.44], [0.31, 0.04, 0.56], [-0.23, 0.02, -0.15], [-0.12, 0.05, 0.21], [-0.02, 0.04, -0.05]]}

***

The following energy values (in Eh) correspond, in order, to the records above: -3027.03573 -171.96794 -2620.82542 -4305.63536.
The following max |F| values (in hartree/bohr) correspond, in order, to the records above: 0.039 0.065 0.008 0.149.